Molecular formula: C63H98O35S7
Method: DFT, the ωB97M-V functional and the def2-TZVPD basis

Geometry (Å):
H 1.599 -4.207 -0.820
H 8.268 2.520 -1.701
C 4.934 2.173 5.112
C -6.914 -0.610 -3.556
H 6.120 -1.249 -4.329
H -1.512 7.621 -0.620
H 1.980 0.312 -0.595
O 6.629 3.779 -1.870
C -5.142 4.985 -0.513
C 0.881 -1.349 0.290
C 2.680 3.312 -4.945
C 2.993 4.930 -3.262
S -1.583 -0.796 0.691
H 2.573 -0.239 1.011
H 4.148 -5.653 2.683
H 0.488 -1.775 -0.627
O -6.995 -0.474 2.393
C 6.261 -0.792 2.667
C -5.076 -0.618 -2.036
C 5.526 -1.225 1.435
C -7.773 1.697 1.556
H 5.048 3.422 3.368
H 3.005 -3.046 -2.112
H 5.406 -3.395 -1.741
O 4.869 3.456 -0.232
H -1.585 5.561 0.993
C -2.231 0.607 -4.584
O 1.545 -4.987 4.369
H 1.203 -8.259 3.732
H -5.611 3.975 -3.427
C -3.867 2.084 -5.320
H 1.674 -0.689 3.858
H 5.132 1.039 -2.837
O -1.771 -1.005 -0.736
C 0.235 -5.578 -0.539
H 2.064 2.565 -5.407
O -8.051 0.141 -4.016
H 1.364 3.769 -2.105
H -8.390 -2.761 0.689
S -6.352 -1.842 1.816
H -0.705 -2.612 5.883
O -5.026 -1.483 1.327
H -2.485 4.672 -0.368
C -4.211 3.270 0.915
H 3.086 2.144 2.227
C -2.047 6.739 -0.805
H -4.754 -1.585 5.595
C 5.064 -1.393 -4.124
H -5.293 3.246 -6.063
C 0.659 -7.818 0.134
C 3.491 1.878 3.175
H -7.563 2.588 1.025
H 5.709 -4.716 2.665
C 1.277 -7.355 4.359
C 2.357 -1.642 -3.408
H -1.426 2.674 1.267
H -3.806 -0.871 3.394
C -4.897 4.101 -1.555
H -2.671 -7.249 -0.237
C 2.728 -0.744 -4.417
C -0.709 -8.143 0.166
H 5.633 -0.101 3.213
O -6.443 -2.795 2.847
O 0.751 4.705 1.606
S -1.130 0.534 4.784
S 5.665 2.707 -1.146
H -3.806 -0.245 6.286
C -1.604 -7.112 -0.135
C 0.688 -6.064 3.812
H 8.410 4.258 -4.150
H -8.551 1.199 0.949
C -3.875 2.498 -0.173
C -1.710 5.469 -0.100
H 4.904 -0.478 0.998
C 4.580 -4.664 2.678
H 0.832 -6.036 2.780
O 2.172 -2.719 4.614
C 2.285 3.916 -3.745
O -3.826 -2.741 -1.776
H -5.259 5.071 1.676
O -0.084 -0.505 0.951
C 3.777 3.741 -5.655
H 4.068 -4.074 3.494
C 3.296 0.394 5.117
C 2.144 -0.564 0.074
O 1.278 3.414 -3.002
H -3.333 1.603 -0.041
H -1.675 6.577 -1.864
H 4.500 0.827 6.741
H -4.062 0.018 -5.584
O -0.395 -0.638 4.299
C -3.360 -0.715 4.364
O -1.195 -9.340 0.550
H -0.639 2.197 -0.271
C -3.126 3.149 -4.776
C -0.520 2.611 0.720
C 8.318 3.356 -3.640
C -1.120 -5.887 -0.545
H 0.291 1.963 1.152
H 2.841 -1.284 -0.406
C -0.110 -3.548 5.787
H 1.352 -8.601 0.395
H 2.703 5.511 -2.384
O 1.796 -0.039 -5.086
H -8.125 1.894 2.626
H -1.569 -2.419 2.493
H -7.567 -1.381 -0.174
O -3.911 2.752 2.152
O 5.610 5.307 -5.730
C 3.363 -2.393 -2.798
H 0.130 2.153 -3.195
C 4.110 -0.621 -4.727
H -1.730 -3.125 0.996
O 5.558 -3.921 0.306
C 4.516 2.566 3.828
O 6.571 1.693 -0.697
H -3.567 1.800 2.097
H 4.018 3.342 -6.564
H -1.303 3.769 -3.826
H 6.152 -1.706 0.693
H 4.604 6.320 -3.556
H 6.381 -1.779 3.209
H -1.324 2.681 3.999
H 2.835 -0.523 5.627
H -1.707 -0.331 -4.686
H -7.453 -2.382 -4.548
O -0.451 4.991 -0.571
H 8.595 4.258 -1.659
O 4.524 -2.300 1.766
O -5.030 2.288 -5.979
O -2.278 0.371 1.265
O 2.076 -0.080 3.176
H 2.270 -6.382 -0.378
H -3.205 -2.183 -1.252
H 5.974 4.754 -6.441
C -1.894 2.983 -4.121
C -4.839 4.504 0.791
H -4.069 2.298 -2.416
O 0.233 -3.440 3.157
H -5.233 0.015 5.083
H 7.196 -0.258 2.422
H -6.255 1.041 -2.265
O 5.762 -2.860 -2.421
C -4.365 -0.610 5.444
H 0.942 -0.077 -4.644
S 4.421 -3.679 1.177
H -1.857 -5.144 -0.844
C 1.178 -6.572 -0.233
H -0.633 -9.968 0.975
C -7.440 -2.263 0.457
O -1.260 0.795 6.178
H 0.770 -7.739 5.255
S 0.994 -3.541 4.380
H -2.651 -1.516 4.614
C -4.256 2.898 -1.428
H -0.344 1.649 2.911
C -6.156 0.018 -2.587
C -3.468 0.773 -5.115
C -6.799 -1.939 -3.820
H -0.911 -4.315 5.670
H -7.868 0.999 -3.715
H 9.392 2.934 -3.639
H -3.591 4.135 -4.931
O 5.860 2.970 5.703
H 2.316 -7.104 4.710
H 3.711 1.685 -1.882
C 4.270 1.127 5.769
H 1.127 -2.155 0.967
H 0.414 2.147 4.436
C -5.754 -2.671 -3.182
C -6.609 0.676 1.506
H 6.187 2.669 6.558
H -5.712 1.160 1.936
H 7.713 2.723 -4.311
O -0.307 1.318 -3.378
H -4.390 -0.110 -1.405
H 1.326 -1.501 -3.023
O 0.597 -4.299 -0.859
C -1.430 1.681 -4.014
H -6.908 -2.861 -0.283
H 4.493 2.754 -3.110
H -0.212 -5.876 4.371
C -2.063 -2.307 1.548
O -2.598 0.552 4.112
C 4.023 5.462 -3.945
H -6.563 0.450 0.395
C 4.711 1.961 -2.344
C 4.692 -2.270 -3.125
H -3.152 6.847 -0.792
O -5.272 4.639 -2.832
C 4.478 4.831 -5.135
C 2.939 0.744 3.814
C -0.515 1.945 3.938
H -3.135 -2.203 1.485
C 7.998 3.441 -2.145
O 1.490 3.608 -0.389
H 0.568 -3.705 6.633
H -5.561 -3.710 -3.379
H 4.279 0.104 -5.458
H -5.739 5.933 -0.644
O 3.102 -3.899 0.591
S 0.406 4.012 0.433
C -4.861 -1.976 -2.351

Output
Largest force on an atom in eV Å⁻¹: 3.74
Frontier orbital gap in eV: 7.71
Charge: 0
E in hartree: -7879.8996

Molecular formula: C3H8N2O2
Method: DFT, the ωB97M-V functional and the def2-TZVPD basis

Geometry (Å):
C 0.338 -0.241 -0.258
N -1.544 0.676 0.261
N -2.211 1.738 -0.150
H -0.257 -0.501 -1.138
H 2.163 0.814 0.178
O -0.342 0.861 0.962
H 1.210 1.470 -1.177
H 1.131 -2.188 0.000
C 1.535 0.556 -0.675
H 2.122 -0.054 -1.375
O -3.411 1.458 -0.269
H -0.347 -1.896 0.930
C 0.591 -1.444 0.600
H -2.153 -0.063 0.627
H 1.176 -1.185 1.483

Output
Largest force on an atom in eV Å⁻¹: 5.22
Frontier orbital gap (spin up / spin down) in eV: 10.08 / 10.08
Charge: 0
E in hartree: -378.8965

Molecular formula: C5H11N2O
Method: DFT, the ωB97M-V functional and the def2-TZVPD basis

Geometry (Å):
H 0.520 2.669 -1.128
H 0.529 2.965 0.504
H -1.331 0.086 2.197
H -0.685 -1.151 -1.633
H -1.553 -1.586 1.762
C -1.697 -0.597 1.527
C -0.974 -0.332 -1.054
H -2.708 -0.413 1.094
H 2.797 -1.790 -0.834
H 1.689 -2.272 0.460
O 2.435 0.703 0.211
C 1.548 -0.033 -0.049
N -0.883 -0.397 0.379
C 1.759 -1.592 -0.362
C 0.111 0.198 -0.187
H -1.535 0.393 -1.528
H -0.956 2.665 -0.228
N 0.026 2.433 -0.260
H 0.908 -1.949 -0.873

Output
Largest force on an atom in eV Å⁻¹: 3.46
Frontier orbital gap in eV: 10.45
Charge: +1
E in hartree: -381.4876

Molecular formula: C37H65BiN6O4S3Si
Method: DFT, the ωB97M-V functional and the def2-TZVPD basis

Geometry (Å):
N 4.725 -3.742 1.047
C -0.383 2.892 2.728
H -5.421 2.522 1.279
H -1.267 -1.178 -5.693
O 1.802 1.641 -3.414
C -1.845 -2.559 -0.668
H -0.360 -2.587 1.205
N -2.197 -0.773 -2.446
H 5.875 -6.077 1.884
C 4.497 1.480 0.278
H -5.420 -0.485 -0.916
H -0.661 3.371 1.781
H -0.891 3.434 3.531
H -0.952 0.912 -4.545
C -3.791 -0.996 -4.351
H 6.354 -2.721 -0.727
H -2.186 2.944 -4.115
H -4.270 3.078 -2.972
H 1.004 4.044 0.049
H 5.722 2.471 2.457
O 0.559 0.244 -2.182
H 0.825 2.445 5.063
C 8.338 -5.434 -0.339
H -3.612 -2.217 -1.878
C -3.403 2.449 -0.429
H -4.153 -1.924 -0.104
H 4.622 3.726 1.874
H -0.379 -1.436 -4.192
C -2.371 -0.601 -3.939
H -3.442 3.099 0.454
H 2.295 3.238 -0.860
H -4.432 1.938 -4.299
H -3.395 -0.348 2.336
C -2.029 0.849 -4.384
H -0.211 3.132 -3.460
H 9.247 -5.871 -0.732
C 3.962 0.373 2.451
C -2.530 -2.132 -1.960
H 0.124 3.073 -1.750
H -2.061 -3.636 -0.569
C 4.671 2.769 2.399
H 2.479 2.160 4.518
H 1.122 4.734 4.142
C -3.958 2.099 -3.331
C 5.967 -4.330 0.636
H -3.850 -3.058 2.691
H 4.999 0.023 2.473
C -4.079 -3.146 1.628
C -4.978 1.654 1.767
H 3.626 0.494 3.482
N 4.213 -2.816 0.178
S 4.276 -4.991 3.438
C -0.959 -1.169 2.681
H -4.550 -0.418 -3.826
O -1.649 -1.030 3.670
N -1.652 2.081 -2.275
H -1.675 -2.552 -4.684
H -5.033 -0.924 2.147
H -3.979 -2.054 -4.170
C 3.869 1.689 1.664
H 3.356 -0.410 1.992
C -2.172 2.930 -1.201
O 0.128 -0.445 2.476
H -1.365 3.004 -0.467
C -4.520 0.592 0.752
C 1.567 4.368 3.212
C -0.263 2.481 -2.581
H -4.142 1.983 2.388
H -1.165 -0.493 -2.253
H -6.011 1.168 -0.722
H -2.382 3.955 -1.551
S 2.510 -3.032 2.057
C 3.974 -4.016 2.155
C 0.800 1.373 -2.779
C 2.004 3.607 0.127
H -4.321 2.633 -0.982
S 2.193 -1.354 -0.581
H -2.193 -2.846 -2.707
C -3.642 -1.893 0.856
H -0.761 1.867 2.734
H -5.158 -3.270 1.525
H -4.317 1.343 -2.633
H -6.549 -0.090 0.391
H -3.910 -0.826 -5.421
C -1.304 -2.256 1.639
Bi 0.480 0.314 0.415
C -2.443 2.051 -3.517
C 1.137 2.916 2.968
N -3.373 1.029 -0.082
H -2.727 -0.073 -1.905
N -2.197 -1.825 0.548
H 3.938 0.762 -0.326
H 2.688 4.416 0.389
C -4.136 -0.640 1.591
H -2.491 0.983 -5.364
H 4.553 2.417 -0.279
C 3.070 -2.363 0.531
H -2.509 0.819 0.413
C 7.883 -4.216 -0.823
C 7.608 -6.085 0.639
H -0.769 -2.463 -0.819
H 1.237 5.021 2.400
H 4.309 2.918 3.418
C 6.709 -3.663 -0.343
H -5.732 1.221 2.425
H 8.441 -3.686 -1.583
H -3.602 -4.047 1.236
C -5.694 0.274 -0.181
H 5.515 1.095 0.393
H 2.651 4.459 3.296
C 6.426 -5.546 1.129
C -1.363 -1.508 -4.659
H 1.185 1.035 4.067
Si 2.040 2.204 1.418
C 1.430 2.084 4.225
H -1.715 -3.099 2.199
H 7.952 -7.032 1.033

Output
Largest force on an atom in eV Å⁻¹: 1.48
Frontier orbital gap in eV: 7.53
Charge: 0
E in hartree: -3777.0721

Molecular formula: CH2O3S
Method: DFT, the ωB97M-V functional and the def2-TZVPD basis

Geometry (Å):
H -0.196 -0.007 -0.946
H 0.139 -0.289 0.702
C -0.013 0.413 -0.025
O -0.034 3.225 1.385
O 1.051 1.285 0.062
O -1.076 1.274 0.207
S -0.028 2.590 0.115

Output
Largest force on an atom in eV Å⁻¹: 2.97
Frontier orbital gap in eV: 11.06
Charge: 0
E in hartree: -663.1459

Molecular formula: C3H4IrLiO3
Method: DFT, the ωB97M-V functional and the def2-TZVPD basis

Geometry (Å):
C -0.890 -0.105 0.237
O 0.282 0.174 0.714
C -1.014 -0.309 -1.235
Ir 0.230 0.421 -3.758
C 0.722 -0.159 2.503
H -1.662 -0.482 0.922
O -0.029 0.363 -1.940
H -2.039 0.016 -1.505
H -0.994 -1.406 -1.415
Li 1.291 0.986 -0.832
H 2.180 0.256 3.624
O 1.923 0.245 2.685

Output
Spin multiplicity: 6
Largest force on an atom in eV Å⁻¹: 4.85
Frontier orbital gap (spin up / spin down) in eV: 6.25 / 7.56
Charge: +1
E in hartree: -453.7192

Molecular formula: C5H9O3
Method: DFT, the ωB97M-V functional and the def2-TZVPD basis

Geometry (Å):
H 2.722 -0.190 -2.324
H 2.106 -0.386 -0.653
C 2.051 1.640 -1.394
C -1.672 -1.371 1.129
H 0.961 -0.120 -2.005
H -3.348 -1.496 2.507
H 1.154 1.789 0.563
C -2.760 -2.187 1.880
H 1.208 3.330 -0.348
H -3.442 -2.687 1.172
C 1.955 0.147 -1.607
H 0.022 2.065 -0.797
C 1.049 2.243 -0.437
O -0.573 -1.241 1.735
O 2.890 2.320 -1.963
H -2.305 -2.953 2.531
O -2.016 -0.903 0.010

Output
Largest force on an atom in eV Å⁻¹: 0.65
Frontier orbital gap in eV: 7.71
Charge: -1
E in hartree: -421.7022